Entry 1:
7
Properties=species:S:1:pos:R:3:forces:R:3:nbo_charge:R:1 method="wB97M-V/def2-TZVPD" max_force_ev_per_a=3.45 e_above_lowest_kj_mol=229.4 smiles="O=C=C=O.C#N" lumo_energy_ev="-1.54 / -1.54"
O 2.0631 -1.2681 -0.3632 -0.3 0.8 -0.2 -0.3970
C 1.6664 -0.1574 -0.2677 -0.3 -2.1 0.2 0.3662
C 2.0891 1.1425 -0.1884 0.7 2.1 0.5 0.4095
O 1.8919 2.2192 0.2412 -0.1 -0.8 -0.5 -0.3789
C -2.5428 -0.7292 0.2269 0.2 1.2 0.6 0.0809
N -2.3567 0.2621 0.7346 0.5 1.6 1.2 -0.2889
H -2.8109 -1.4691 -0.3833 -0.7 -2.8 -1.8 0.2082

Entry 2:
21
Properties=species:S:1:pos:R:3:forces:R:3:nbo_charge:R:1 method="wB97M-V/def2-TZVPD" s2=12.18 max_force_ev_per_a=6.34 spin_multiplicity=7 e_above_lowest_kj_mol=219.5 total_charge=+2 lumo_energy_ev="-10.34 / -10.22"
O -0.0601 -4.7158 -2.6680 -1.4 3.4 2.4 -0.4211
C -0.3949 -3.7777 -2.0728 0.6 -4.9 -1.6 0.4391
Eu -1.1230 1.1089 -1.1518 0.4 1.9 2.0 1.8010
O 1.5141 -1.4676 -0.5667 -1.9 1.3 -2.5 -0.2760
C 0.9514 -0.8109 -1.4080 2.2 -2.5 2.9 0.3302
C 1.6652 0.9734 -1.2109 3.0 2.0 -0.6 0.3741
O 2.8242 1.0567 -1.2825 -3.4 -0.6 0.3 -0.3369
C -0.7198 -0.2393 -3.1438 -1.2 3.0 -2.0 0.2195
O -0.4536 0.8977 -3.6559 -0.9 -3.7 2.1 -0.4413
C 0.2803 -1.2180 -2.6929 3.0 -4.8 -2.8 0.3174
O 0.6484 -2.2861 -3.2497 -1.3 5.2 1.4 -0.2734
H -1.8288 -0.4685 -2.7621 1.4 -0.2 -1.2 0.1483
C -1.4182 1.2466 3.1755 -0.3 0.1 0.4 -0.7254
C -0.2231 1.1612 2.2842 1.3 0.1 0.5 0.7462
N 0.9726 1.2034 2.8884 -1.6 0.0 -0.8 -0.7089
O -0.3070 1.0572 1.0133 -0.4 0.0 0.2 -0.8596
H -1.1477 1.7242 4.1362 -0.2 -0.3 -0.5 0.2648
H -1.7973 0.2329 3.4086 0.2 0.4 -0.2 0.2830
H -2.2235 1.8320 2.7088 0.3 -0.2 0.1 0.2525
H 1.8268 1.1731 2.3614 0.2 -0.1 -0.1 0.4288
H 1.0142 1.3165 3.8887 0.1 0.0 0.0 0.4376

Entry 3:
18
Properties=species:S:1:pos:R:3:forces:R:3:nbo_charge:R:1 method="wB97M-V/def2-TZVPD" max_force_ev_per_a=5.51 e_above_lowest_kj_mol=585.6 lumo_energy_ev="0.49 / -0.33"
C -1.3654 -0.2678 -0.0633 3.0 -4.6 -0.4 -0.2949
C -0.1874 -0.0477 -1.1672 -2.0 1.8 0.8 -0.0380
C -2.8754 1.3577 0.5801 1.4 -1.0 -2.1 -0.4727
C 3.2248 -1.1492 0.6221 1.3 -1.3 2.1 -0.2571
N -1.6778 0.6548 0.9080 0.1 0.2 -0.3 -0.2572
O 1.0948 -0.0210 -0.6510 -0.7 -1.0 -0.6 -0.8267
O 3.1776 0.2485 0.3481 1.7 -1.3 1.0 -0.8333
P 2.1132 1.1978 -0.3266 -0.7 0.5 -0.3 1.0756
H -2.0794 -0.6080 -0.8382 -0.9 0.3 0.9 0.1661
H -0.9754 -1.2994 0.5282 -1.0 2.4 -1.5 0.2001
H -0.3536 -0.8752 -1.8835 0.5 0.4 0.4 0.1909
H -0.5267 0.9274 -1.6465 0.8 -1.0 0.2 0.1683
H -3.3568 1.5967 1.4446 -2.0 0.4 2.3 0.2134
H -2.5336 2.3040 0.2304 0.1 1.2 -0.8 0.2187
H -3.4479 0.8464 -0.2197 -0.2 0.4 0.6 0.1750
H 2.3368 -1.6124 1.1122 0.4 1.3 0.6 0.1920
H 4.2376 -1.4288 1.2219 -2.6 1.1 -1.3 0.1954
H 3.1945 -1.8240 -0.1995 0.6 0.2 -1.7 0.1844

Entry 4:
70
Properties=species:S:1:pos:R:3:forces:R:3:nbo_charge:R:1 method="wB97M-V/def2-TZVPD" s2=2.05 max_force_ev_per_a=2.66 spin_multiplicity=3 e_above_lowest_kj_mol=28.2 total_charge=+2 lumo_energy_ev="-7.36 / -7.37"
W 1.2369 -0.2137 -1.5017 -0.7 0.2 2.6 1.1140
C -3.7373 -2.6802 -0.0541 -0.1 0.0 0.5 -0.2332
N -2.4629 -2.3945 -0.7212 -0.1 0.3 -0.2 -0.1238
C -1.9336 -1.2062 -0.9912 0.0 0.1 0.0 0.2396
N -0.6540 -1.3580 -1.3049 0.2 -0.5 -0.2 -0.5706
C -0.4605 -2.7200 -1.2107 -0.3 0.2 0.0 0.3475
N -1.5419 -3.3580 -0.8627 0.2 -0.2 0.1 -0.2224
C -3.5101 -2.6030 1.4445 0.0 -0.1 -0.1 -0.0602
C -3.5737 -3.7300 2.2515 0.0 0.0 -0.1 -0.1733
C -3.2403 -3.6405 3.5982 0.0 0.0 0.0 -0.1838
C -2.8084 -2.4432 4.1427 0.0 0.0 0.0 -0.1700
C -2.7502 -1.3102 3.3335 -0.1 -0.1 -0.3 -0.0279
C -3.1242 -1.3927 1.9969 0.0 0.0 0.1 -0.2129
C -2.2546 -0.0401 3.8350 0.3 0.5 0.7 0.4363
N -1.9149 0.3027 5.0374 -0.3 -0.9 -0.2 -0.2521
N -1.4631 1.5829 4.9800 0.2 0.9 -0.3 -0.2515
C -1.5543 1.9683 3.7451 0.0 -0.6 0.7 0.4220
O -2.0467 0.9797 2.9623 -0.1 0.0 -0.5 -0.4317
C -1.1814 3.2451 3.1607 0.0 0.1 -0.3 -0.0219
C -0.8359 4.3139 3.9830 0.0 -0.1 0.0 -0.1607
C -0.4734 5.5213 3.4104 0.0 0.0 0.0 -0.1809
C -0.4479 5.6658 2.0309 0.0 0.0 0.0 -0.1827
C -0.7961 4.6025 1.2053 0.1 0.0 0.0 -0.0610
C -0.7996 4.8131 -0.2950 -0.1 0.4 0.3 -0.2407
N -0.5238 3.5863 -1.0376 0.3 -0.3 0.1 -0.1214
C 0.4608 2.7219 -0.8549 0.0 0.2 -0.2 0.2462
N 0.2996 1.7049 -1.7098 -0.1 -0.6 -0.2 -0.6125
C -0.8485 2.0241 -2.3948 0.0 0.1 0.1 0.1615
N -1.3586 3.1536 -2.0014 -0.2 0.0 -0.2 -0.1992
C -1.1664 3.3935 1.7744 0.0 0.0 0.1 -0.2353
H -4.0583 -3.6732 -0.3554 0.0 0.0 -0.1 0.2534
H -4.4714 -1.9510 -0.3935 0.0 0.0 -0.1 0.2367
H -2.4779 -0.2766 -0.9692 0.0 0.0 0.1 0.2386
H 1.6321 -2.7352 -1.0722 0.0 -0.1 0.0 0.2571
H -3.8834 -4.6802 1.8333 0.0 0.0 0.0 0.2269
H -3.3043 -4.5236 4.2194 0.0 0.0 0.0 0.2389
H -2.5113 -2.3770 5.1805 0.0 0.0 0.0 0.2533
H -3.1013 -0.4908 1.3971 0.0 0.0 0.0 0.2067
H -0.8567 4.1824 5.0562 0.0 0.0 0.0 0.2543
H -0.2030 6.3564 4.0419 0.0 0.0 0.0 0.2410
H -0.1628 6.6184 1.5996 0.0 0.0 0.0 0.2268
H -0.0627 5.5690 -0.5657 0.0 0.0 -0.1 0.2393
H -1.7735 5.1559 -0.6407 0.0 -0.1 -0.1 0.2636
H 1.2633 2.8414 -0.1463 -0.1 0.0 0.1 0.2564
H -1.2737 1.4256 -3.1836 0.0 0.0 0.0 0.2369
H -1.4584 2.5517 1.1571 0.0 0.0 0.0 0.2089
C 0.9664 -4.7944 -1.0557 -0.1 0.0 0.0 -0.6113
C 0.8556 -3.3575 -1.5502 -0.1 -0.2 -0.1 -0.3473
S 1.3865 -0.5201 0.6853 0.0 0.2 -2.1 -0.2314
C 1.0090 -3.1654 -3.0436 0.1 0.6 0.1 0.1164
C 0.8610 -4.2922 -3.9834 0.0 0.0 -0.2 -0.7191
S 1.2842 -1.6220 -3.5861 -0.1 -0.4 0.0 0.1249
H 1.0959 -4.8071 0.0251 0.0 0.0 0.0 0.2538
H 1.8267 -5.2883 -1.5038 0.0 0.0 0.0 0.2328
H 0.0595 -5.3491 -1.2890 0.1 -0.1 0.0 0.2428
H 0.1297 -5.0129 -3.6168 0.0 0.0 0.0 0.2679
H 1.8156 -4.8254 -4.0651 0.0 0.0 0.1 0.2894
H 0.5936 -3.9510 -4.9810 0.0 0.0 0.0 0.2645
N 8.3632 1.5337 -2.8058 -0.1 0.0 0.0 -0.1464
C 7.2359 1.4000 -2.6337 0.2 0.1 0.0 0.2030
C 5.8393 1.1988 -2.4052 -0.3 -0.1 0.1 -0.0350
C 5.3137 1.2576 -1.1153 0.1 0.0 -0.2 -0.1793
C 3.9800 0.9787 -0.9230 0.0 0.0 0.1 0.0678
N 3.1423 0.6347 -1.9297 0.9 0.3 -0.2 -0.5578
C 3.6506 0.6603 -3.1838 -0.1 0.1 0.0 0.0736
C 4.9695 0.9300 -3.4613 0.1 0.1 0.0 -0.1901
H 5.9454 1.5085 -0.2754 0.0 0.0 0.0 0.2700
H 3.5561 1.0035 0.0685 0.0 -0.1 0.0 0.2432
H 2.9668 0.4676 -3.9982 0.0 -0.1 0.0 0.2210
H 5.3218 0.9297 -4.4828 0.0 0.0 0.0 0.2706

Entry 5:
15
Properties=species:S:1:pos:R:3:forces:R:3:nbo_charge:R:1 method="wB97M-V/def2-TZVPD" max_force_ev_per_a=5.58 e_above_lowest_kj_mol=706.4 lumo_energy_ev=-0.09
C 0.9011 -1.5981 -1.4068 0.8 -1.9 2.0 -0.0261
C 1.6545 -0.9535 -0.4320 0.6 1.8 2.7 -0.3299
C 0.7733 0.2209 0.0901 -1.8 -3.4 -2.3 0.4351
C 0.1971 1.5968 1.8636 0.6 0.1 5.3 0.4793
H -2.3401 1.0673 -1.5414 2.1 -1.4 4.9 0.3948
H -1.7439 0.8680 0.7159 -1.3 -0.3 -3.5 0.4683
H -1.2992 -1.4489 -1.4969 3.3 0.5 -1.0 0.4159
H 0.9490 -2.7247 -1.7601 0.2 2.9 0.3 0.2529
H 2.7017 -1.1005 0.3478 -3.3 0.1 -3.4 0.2847
H 0.6207 2.4044 2.5742 -0.1 -0.1 -2.1 0.1270
N -1.9376 0.4599 -0.3821 2.6 0.7 -0.6 -0.7242
N -0.5105 -0.0615 -0.5197 1.6 2.6 1.1 -0.1066
N -0.2931 -0.9334 -1.5368 -5.0 -2.4 -0.4 -0.4018
N 1.0824 1.1302 0.9418 -1.1 0.8 0.7 -0.6137
O -0.7554 1.0730 2.5424 0.9 0.1 -3.7 -0.6559

Entry 6:
68
Properties=species:S:1:pos:R:3:forces:R:3:nbo_charge:R:1 method="wB97M-V/def2-TZVPD" s2=0.77 max_force_ev_per_a=1.50 spin_multiplicity=2 e_above_lowest_kj_mol=32.1 total_charge=+1 lumo_energy_ev="-2.72 / -5.27"
Cu 1.2701 -2.3862 -0.1173 -0.1 0.0 -0.1 0.8814
C -4.3654 10.0069 -0.4366 -0.3 0.0 0.0 -0.2561
O -2.9990 9.6612 -0.3893 0.2 0.1 0.0 -0.4766
C -2.6394 8.3700 -0.3514 0.3 -0.5 0.0 0.3394
C -3.5046 7.2718 -0.3561 -0.1 0.5 0.0 -0.3261
C -2.9919 5.9934 -0.3308 0.5 -0.3 0.0 -0.0715
C -1.6141 5.7628 -0.2976 -0.3 0.7 0.0 -0.1776
C -0.7506 6.8667 -0.2813 -0.3 -0.3 0.0 -0.1556
C -1.2565 8.1411 -0.3067 -0.2 0.2 0.0 -0.2534
C -1.1343 4.4049 -0.2874 0.1 -0.7 0.0 0.4000
N -1.8992 3.3293 -0.2839 -0.4 0.4 0.0 -0.4827
C -1.0612 2.2697 -0.2857 1.4 0.4 0.0 0.1732
C 0.2717 2.7120 -0.2916 -1.0 -0.6 0.0 0.0808
N 0.1966 4.0716 -0.2878 -0.1 0.3 0.0 -0.5095
C 1.3758 1.8322 -0.3100 0.2 -0.5 0.0 -0.0886
C 2.7289 2.2102 -0.2923 0.0 -0.2 0.0 -0.1368
C 3.6981 1.2373 -0.3398 -0.1 0.2 0.0 -0.2379
C 3.3106 -0.1025 -0.4016 0.0 0.2 0.0 0.0445
N 2.0497 -0.4758 -0.3899 0.1 0.1 0.0 -0.5371
C 1.0755 0.4445 -0.3417 0.5 0.7 0.0 0.2332
C -0.2850 -0.0295 -0.3088 -0.9 0.2 0.0 0.1141
N -0.4874 -1.3636 -0.2975 0.0 -0.2 -0.1 -0.5271
C -1.7199 -1.8278 -0.2540 -0.2 0.1 0.0 0.0579
C -2.8444 -1.0009 -0.2185 0.0 0.3 0.0 -0.2302
C -2.6719 0.3635 -0.2289 0.1 -0.3 0.0 -0.1468
C -1.3684 0.8792 -0.2763 0.3 -0.4 0.0 -0.0077
H -4.3847 11.0944 -0.4570 -0.1 -0.1 0.0 0.2098
H -4.8965 9.6488 0.4493 0.0 0.0 0.0 0.1818
H -4.8451 9.6173 -1.3387 0.0 0.0 0.0 0.1821
H -4.5735 7.4087 -0.3841 -0.1 0.1 0.0 0.2273
H -3.6468 5.1360 -0.3409 -0.1 0.0 0.0 0.2285
H 0.3215 6.7386 -0.2492 0.1 0.0 0.0 0.1945
H -0.6080 9.0008 -0.2983 0.1 0.1 0.0 0.2318
H 0.9666 4.7190 -0.2849 -0.1 0.0 0.0 0.4238
H 3.0104 3.2526 -0.2370 0.0 0.1 0.0 0.2182
H 4.7448 1.4949 -0.3265 0.1 0.0 0.0 0.2338
H 4.0427 -0.8933 -0.4541 0.1 0.0 0.0 0.2042
H -1.8379 -2.8988 -0.2517 0.0 -0.1 0.0 0.2059
H -3.8273 -1.4431 -0.1820 -0.1 0.0 0.0 0.2336
H -3.5102 1.0409 -0.1971 -0.1 0.1 0.0 0.2447
F -3.3702 -7.7982 -0.0229 0.7 0.2 -0.1 -0.2573
C -2.1101 -7.4239 -0.2293 -0.2 -0.2 0.1 0.3305
C -1.8167 -6.0944 -0.5205 0.1 0.7 -0.1 0.2954
F -2.7947 -5.1796 -0.5595 0.2 -0.3 0.0 -0.2907
C -0.5067 -5.7083 -0.7445 -0.2 0.5 -0.1 0.3458
F -0.2245 -4.4128 -1.0168 -0.5 -0.9 0.1 -0.2991
C 0.5515 -6.6213 -0.6674 0.7 0.1 0.0 -0.3635
S 2.1675 -6.1240 -0.9330 -0.5 -0.3 0.0 0.1409
C 0.2344 -7.9500 -0.3366 0.1 -0.4 0.1 0.3810
F 1.2233 -8.8300 -0.1994 -0.6 0.2 -0.1 -0.2671
C -1.0746 -8.3548 -0.1309 0.2 -0.2 0.1 0.2646
F -1.3457 -9.6186 0.1800 0.0 0.3 -0.1 -0.2649
C 0.8377 -4.2159 2.3954 -0.1 0.0 0.2 -0.2542
O 1.4381 -3.0080 1.9525 0.0 -0.1 -0.1 -0.5814
C 2.8298 -2.9311 2.2063 0.4 0.0 -0.1 -0.0915
C 3.6442 -3.6927 1.1646 -0.2 0.1 0.4 -0.0990
O 3.3161 -3.1389 -0.0981 0.0 -0.2 0.1 -0.5942
C 4.1888 -3.5346 -1.1421 0.2 0.0 -0.1 -0.2481
H 1.0007 -4.3303 3.4693 0.0 -0.1 0.0 0.1901
H 1.2317 -5.0918 1.8746 0.0 0.0 -0.1 0.1726
H -0.2281 -4.1189 2.2029 0.0 -0.1 0.0 0.2027
H 3.0506 -3.2980 3.2130 0.1 0.0 0.0 0.1958
H 3.0764 -1.8672 2.1452 0.0 -0.1 0.1 0.2074
H 3.3997 -4.7639 1.1759 0.1 0.1 0.0 0.1858
H 4.7125 -3.5698 1.3808 -0.1 0.0 0.0 0.1974
H 5.1757 -3.0817 -0.9920 0.0 -0.1 0.0 0.1811
H 3.7565 -3.1769 -2.0722 0.0 0.0 0.0 0.2103
H 4.2942 -4.6226 -1.1824 0.1 0.1 0.0 0.1870